Below is a cluster of 19 separate species, C73H183NO38 in total in a non-equilibrium geometry, with properties calculated with ωB97M-V/def2-TZVPD.

Cartesian coordinates (Å):
C 12.1294 19.6600 17.8455
O 12.7678 18.8380 18.8393
C 12.8943 19.5604 20.0727
C 13.6256 18.7594 21.1147
O 15.0292 18.6445 20.9354
C 15.7394 17.9354 22.0447
H 12.1713 18.9696 17.0030
H 12.7800 20.5102 17.6406
H 11.1316 20.0502 18.0459
H 11.9764 19.9853 20.4790
H 13.6235 20.3488 19.8863
H 13.0952 17.8096 21.1810
H 13.3459 19.1146 22.1065
H 15.6026 16.8620 21.9134
H 15.3344 18.0274 23.0524
H 16.8191 18.0815 22.0117
C 10.7519 23.0031 22.9115
O 10.8713 23.5858 21.6107
C 12.2002 23.8726 21.1166
C 12.0793 24.4846 19.7342
O 11.7164 23.4346 18.7829
C 11.1291 24.0175 17.6278
H 11.3437 23.4599 23.7047
H 10.9335 21.9290 22.8715
H 9.7389 23.2013 23.2616
H 12.7434 22.9277 21.1077
H 12.7522 24.5526 21.7654
H 13.0330 24.9858 19.5688
H 11.2660 25.2000 19.8564
H 11.5759 24.9719 17.3491
H 10.0737 24.2204 17.8097
H 11.1462 23.3498 16.7664
C 23.6398 19.7800 10.0213
O 22.6934 19.9878 11.0737
C 21.8636 18.9639 11.4435
C 20.6910 19.2646 12.3997
O 19.7378 20.2395 11.9572
C 18.9749 19.9015 10.7276
H 24.0655 18.7772 10.0569
H 24.4267 20.5121 9.8399
H 23.0592 19.8166 9.0996
H 22.4135 18.1654 11.9417
H 21.4568 18.5631 10.5151
H 21.1332 19.6621 13.3132
H 20.1208 18.3895 12.7114
H 18.4272 20.7958 10.4303
H 18.3404 19.0317 10.8980
H 19.7118 19.5476 10.0066
C 20.2823 11.3957 17.6352
O 18.8554 11.5824 17.7196
C 18.4882 12.7972 18.3937
C 18.6226 14.0163 17.4287
O 18.8700 15.1527 18.2669
C 18.9900 16.3413 17.5386
H 20.6967 11.3912 18.6433
H 20.7736 12.1736 17.0508
H 20.3797 10.4789 17.0537
H 19.0570 12.9397 19.3125
H 17.4478 12.6528 18.6851
H 17.7128 14.2345 16.8696
H 19.4132 13.9253 16.6838
H 19.2612 17.1991 18.1540
H 18.0102 16.5205 17.0958
H 19.7282 16.2480 16.7420
C 22.0578 16.2581 19.3611
O 22.6675 16.0523 20.6705
C 22.9288 17.3155 21.3999
C 23.3732 16.9029 22.8281
O 24.6887 16.3093 22.7010
C 25.1958 15.8469 23.9407
H 21.9891 15.3105 18.8269
H 22.6747 16.9420 18.7782
H 21.1012 16.6938 19.6493
H 21.9685 17.8229 21.4927
H 23.6201 17.9976 20.9050
H 22.6203 16.2096 23.2031
H 23.3954 17.8030 23.4424
H 25.3790 16.7931 24.4500
H 26.1248 15.2969 23.7911
H 24.5190 15.1968 24.4952
C 12.4258 25.3113 13.4855
O 11.4733 25.5948 14.4809
C 10.9782 26.9667 14.2916
C 9.8663 27.2901 15.2560
O 10.3848 27.1576 16.5765
C 9.5269 27.5201 17.6523
H 12.9912 24.4424 13.8220
H 13.1968 26.0746 13.3809
H 12.0191 25.1130 12.4938
H 10.5766 27.1481 13.2946
H 11.8024 27.6792 14.3266
H 9.0295 26.6319 15.0223
H 9.4727 28.3018 15.1579
H 9.2164 28.5623 17.5783
H 10.0665 27.3665 18.5868
H 8.7083 26.8011 17.6204
C 14.4580 27.2753 21.0765
O 13.9998 27.5988 22.3739
C 15.0025 27.4815 23.3809
C 15.5780 26.0791 23.6703
O 14.4893 25.2950 24.0092
C 14.7374 23.8768 23.8867
H 13.7840 27.6044 20.2856
H 14.5624 26.1913 21.0293
H 15.4240 27.7526 20.9116
H 14.4255 27.8158 24.2431
H 15.8141 28.1991 23.2608
H 16.2701 26.0166 24.5101
H 16.0800 25.7307 22.7676
H 14.9496 23.6641 22.8390
H 13.8304 23.3542 24.1905
H 15.5100 23.4836 24.5475
C 21.3656 20.8977 20.1377
O 21.0014 20.4367 21.3883
C 21.4809 21.2924 22.4007
C 21.3865 20.4753 23.7702
O 20.0315 20.0731 24.0355
C 19.6729 18.7626 23.6429
H 20.9028 20.2311 19.4101
H 22.4286 20.7344 19.9601
H 21.0204 21.9296 20.0743
H 20.9988 22.2686 22.3483
H 22.5330 21.5184 22.2277
H 21.7115 21.1016 24.6010
H 22.2138 19.7667 23.7305
H 20.5247 18.1057 23.8194
H 19.4287 18.7114 22.5819
H 18.7412 18.3859 24.0649
C 19.0122 15.8198 21.6230
O 17.7760 15.8555 22.3120
C 17.8893 15.2602 23.5837
C 16.6629 15.2480 24.3626
O 15.6881 14.2887 23.8748
C 14.5641 14.2818 24.7110
H 19.3699 14.7991 21.4876
H 19.8116 16.4243 22.0517
H 18.9150 16.3516 20.6765
H 18.7098 15.7497 24.1084
H 18.2717 14.2436 23.4922
H 16.1820 16.2262 24.3685
H 16.8172 15.0297 25.4193
H 14.8110 14.1198 25.7602
H 13.9671 13.4203 24.4118
H 13.9534 15.1726 24.5642
C 16.0351 30.5011 11.8640
O 16.4498 29.2647 12.4530
C 15.4668 28.6717 13.3630
C 16.0568 27.4045 14.1327
O 16.7115 26.4813 13.3213
C 17.0725 25.2318 13.9331
H 15.1580 30.2403 11.2717
H 16.8245 30.7929 11.1713
H 15.8548 31.2896 12.5946
H 14.5249 28.4037 12.8844
H 15.1880 29.3418 14.1762
H 15.1656 26.9274 14.5405
H 16.5764 27.7112 15.0405
H 17.8179 24.9033 13.2089
H 16.1797 24.6077 13.9728
H 17.5360 25.3799 14.9084
C 17.6512 21.7676 22.4118
O 18.3450 22.9696 21.9659
C 18.1386 23.2156 20.5883
C 18.6947 24.6295 20.1911
O 17.8265 25.6742 20.6328
C 18.2188 26.9500 20.1903
H 18.1396 20.9321 21.9103
H 16.5642 21.8093 22.3413
H 17.8224 21.6891 23.4854
H 17.0667 23.1346 20.4077
H 18.6903 22.4955 19.9840
H 18.8062 24.7666 19.1155
H 19.6733 24.8228 20.6303
H 19.1165 27.1906 20.7597
H 17.4730 27.6766 20.5128
H 18.4032 27.1030 19.1270
C 20.8810 23.1857 16.2769
O 21.2954 24.5344 16.5130
C 20.3011 25.5337 16.3580
C 20.7834 26.8304 16.9257
O 21.0415 26.7217 18.3283
C 21.2522 27.9520 19.0203
H 20.6982 23.0564 15.2101
H 19.9178 22.9524 16.7307
H 21.7177 22.5790 16.6234
H 19.3599 25.3103 16.8604
H 20.0217 25.5679 15.3050
H 20.0023 27.5846 16.8296
H 21.7003 27.2749 16.5386
H 22.2151 28.3003 18.6465
H 21.2922 27.7852 20.0967
H 20.5367 28.7454 18.8042
C 14.6479 20.4124 9.5608
O 14.2903 21.6130 10.2705
C 15.3850 22.3762 10.7151
C 15.9822 21.8516 12.0073
O 15.2225 22.0354 13.2037
C 14.2572 21.0539 13.3202
H 15.0856 20.6308 8.5867
H 13.7344 19.8196 9.5120
H 15.3965 19.9365 10.1943
H 15.1975 23.4474 10.7885
H 16.1382 22.5103 9.9387
H 16.8894 22.3985 12.2641
H 16.3470 20.8328 11.8762
H 13.4930 20.9944 12.5453
H 13.7729 21.2739 14.2716
H 14.7318 20.0882 13.4940
C 20.2016 19.1639 16.3362
O 21.3801 18.4204 16.0623
C 22.6387 18.8654 16.4092
C 23.7274 18.0899 15.6964
O 23.8673 16.7588 16.2443
C 23.2232 15.7966 15.4904
H 20.1183 19.1286 17.4224
H 19.3162 18.8162 15.8040
H 20.3188 20.2226 16.1050
H 22.6913 18.6535 17.4771
H 22.8909 19.8929 16.1471
H 24.7016 18.5497 15.8628
H 23.5197 18.1267 14.6270
H 23.3084 14.8202 15.9675
H 23.7387 15.8380 14.5309
H 22.1998 16.1451 15.3516
C 19.9701 15.5879 9.7853
O 18.6866 14.9682 9.6824
C 17.6848 15.4651 10.5468
C 17.9197 15.2197 12.0261
O 18.8058 16.1839 12.5359
C 19.1273 15.9370 13.8574
H 20.6197 15.0557 9.0905
H 20.4316 15.4658 10.7652
H 20.0389 16.6550 9.5735
H 16.8379 14.8328 10.2801
H 17.4748 16.5198 10.3688
H 18.2339 14.1857 12.1683
H 16.9815 15.2801 12.5776
H 19.6597 16.8566 14.1001
H 19.7928 15.1048 14.0867
H 18.2293 15.8491 14.4690
C 15.5027 17.2789 15.2103
O 15.4092 16.0790 16.0198
C 14.6028 16.3038 17.1680
C 14.3951 14.9911 18.0615
O 15.5979 14.5277 18.6558
C 16.1503 15.2392 19.7835
H 15.9566 17.9884 15.9022
H 14.5792 17.6184 14.7413
H 16.2586 17.1359 14.4380
H 13.6216 16.6778 16.8759
H 14.9880 17.1326 17.7619
H 14.2553 14.2127 17.3114
H 13.4727 15.0249 18.6413
H 16.4268 16.2934 19.7680
H 17.0205 14.7181 20.1826
H 15.4203 15.2450 20.5929
C 13.1159 30.9824 15.6653
O 13.1820 29.5714 15.6546
C 12.8931 29.0119 16.9352
C 13.2905 27.5190 17.0500
O 14.7299 27.4172 17.3103
C 15.2976 26.1450 17.4784
H 12.1905 31.3132 16.1369
H 13.1402 31.4366 14.6748
H 14.0283 31.3436 16.1397
H 11.8619 29.1411 17.2638
H 13.4456 29.5343 17.7162
H 13.1279 27.0422 16.0834
H 12.7282 26.9938 17.8221
H 16.2923 26.3474 17.8754
H 15.3910 25.8343 16.4378
H 14.7503 25.4120 18.0713
C 14.9262 22.5862 18.4096
O 16.1737 22.9089 17.7914
C 16.3827 22.4691 16.4939
C 16.6723 20.9755 16.3587
O 17.8501 20.5814 17.1179
C 17.5414 20.0482 18.4480
H 14.6031 21.5806 18.1404
H 14.1039 23.1803 18.0107
H 14.9948 22.5666 19.4973
H 17.1668 23.0550 16.0144
H 15.5056 22.7835 15.9282
H 16.9474 20.7566 15.3269
H 15.7486 20.4925 16.6774
H 18.3451 20.1922 19.1702
H 17.1772 19.0212 18.4248
H 16.6600 20.5352 18.8652
C 20.8929 22.6306 10.3755
N 19.8782 23.4327 11.1696
O 20.0931 23.7408 12.3666
O 18.8252 23.6661 10.6385
H 20.4384 21.6903 10.0636
H 21.8722 22.5537 10.8478
H 21.0600 23.0487 9.3829

Results
M	1683.2	g mol⁻¹
Kohn-Sham gap	9.43	eV
2S+1	1
lowest unoccupied orbital energy	0.27	eV
calculated total energy	-5803.94890	a.u.


Below is an isolated molecule of C6H7Br in a non-equilibrium geometry, with properties calculated with ωB97M-V/def2-TZVPD.

Cartesian coordinates (Å):
C 0.1460 1.1127 0.3836
C -0.0343 2.3802 0.0856
C 1.1698 -1.2727 -0.3157
C 0.3002 -1.5606 0.8933
C -1.1363 -0.1488 -0.7527
C 0.0407 -0.2769 0.1583
Br -2.8363 -0.0049 0.1642
H 0.4678 3.2986 0.4513
H -0.6894 2.8121 -0.6489
H 2.2117 -0.8698 -0.1446
H 0.9955 -1.7519 -1.3643
H -0.3231 -2.4309 0.8230
H 0.7744 -1.5124 1.9914
H -1.0868 0.2252 -1.7245

Results
M	159.0	g mol⁻¹
Kohn-Sham gap (alpha / beta)	7.94 / 8.13	eV
2S+1	1
energy relative to the best compared isomer or geometry (same formula, charge and spin)	100.62	kcal/mol
lowest unoccupied orbital energy (alpha / beta)	0.17 / 0.22	eV
calculated total energy	-2806.62319	a.u.


Below is a cluster of 2 separate species, C4H5N3S in total in a non-equilibrium geometry, with properties calculated with ωB97M-V/def2-TZVPD.

Cartesian coordinates (Å):
C 1.4097 -0.1967 -1.3950
C 2.3823 -0.8833 -0.7381
C 0.1498 -0.7197 0.5362
C -2.0724 0.7298 1.1290
N 0.2246 -0.1764 -0.7230
N -2.4163 0.7566 -0.0007
N -1.6565 1.1907 2.1317
S 1.7461 -1.3381 0.8045
H 1.3860 0.2883 -2.2848
H 3.3575 -0.9890 -1.0378
H -2.6745 -0.1079 -0.4880
H -0.5917 0.3320 -0.9459
H -1.2445 1.1137 3.0120

Results
M	127.2	g mol⁻¹
Kohn-Sham gap	9.82	eV
2S+1	1
energy relative to the best compared isomer or geometry (same formula, charge and spin)	76.10	kcal/mol
lowest unoccupied orbital energy	0.82	eV
calculated total energy	-717.77236	a.u.


Below is a structure of composition C22H15MoN3OS in a non-equilibrium geometry, with properties calculated with ωB97M-V/def2-TZVPD.

Cartesian coordinates (Å):
Mo 0.4644 -0.7109 0.1484
O 2.0191 -0.5636 -0.7454
C 2.6264 0.6629 -0.9976
C 3.3749 0.7692 -2.1527
C 4.0516 1.9472 -2.4233
C 3.9713 3.0186 -1.5434
C 3.2144 2.9101 -0.3922
C 2.5259 1.7325 -0.0826
C 1.7479 1.6711 1.1599
N 0.8035 0.7644 1.4863
C 0.2752 1.1044 2.7243
C 0.9133 2.2144 3.1530
N 1.8223 2.5454 2.1712
H 3.4368 -0.0792 -2.8203
H 4.6425 2.0257 -3.3254
H 4.4949 3.9397 -1.7565
H 3.1513 3.7702 0.2612
H -0.5066 0.5315 3.1917
H 0.8125 2.7862 4.0585
H 2.4676 3.3187 2.2216
S -3.7238 -2.0100 -0.5388
C -3.6766 -0.3652 -1.1186
C -4.7088 0.3997 -1.6522
C -4.4169 1.7005 -2.0104
C -3.1349 2.2372 -1.8353
C -2.1106 1.4777 -1.3086
C -2.3952 0.1615 -0.9604
N -1.5083 -0.7631 -0.4085
C -2.0839 -1.9330 -0.1243
C -1.2690 -2.9627 0.5284
C -1.7363 -4.2348 0.8174
C -0.8924 -5.1502 1.4367
C 0.4091 -4.8022 1.7670
C 0.8894 -3.5251 1.4840
C 0.0603 -2.5998 0.8715
H -5.7027 -0.0057 -1.7814
H -5.1962 2.3201 -2.4317
H -2.9493 3.2640 -2.1182
H -1.1189 1.8941 -1.1641
H -2.7497 -4.5233 0.5642
H -1.2583 -6.1434 1.6581
H 1.0553 -5.5266 2.2435
H 1.9086 -3.2682 1.7450

Results
M	465.4	g mol⁻¹
total charge	+2
Kohn-Sham gap (alpha / beta)	6.91 / 7.20	eV
2S+1	3
energy relative to the best compared isomer or geometry (same formula, charge and spin)	0.00	kcal/mol
lowest unoccupied orbital energy (alpha / beta)	-7.67 / -7.55	eV
expectation value of S²	2.020
calculated total energy	-1552.73100	a.u.


Below is a cluster of 2 separate species, C14H16 in total in a non-equilibrium geometry, with properties calculated with ωB97M-V/def2-TZVPD.

Cartesian coordinates (Å):
C -0.2025 1.2526 -4.8480
C -0.7865 1.2948 -3.4504
C -1.4572 2.3170 -2.8394
C -1.9145 2.2183 -1.5111
C -2.0268 0.9725 -0.9500
C -1.7566 -0.2291 -1.6559
C -1.2520 0.0558 -2.9192
H 0.7538 0.7691 -4.9753
H -0.1305 2.1999 -5.3815
H -0.9738 0.5225 -5.2356
H -1.5015 3.2969 -3.3252
H -2.2101 3.0837 -0.9326
H -2.4719 0.8746 0.0758
H -2.2668 -1.1558 -1.4192
H -1.1852 -0.7532 -3.6281
C 3.2783 -1.9518 3.3787
C 1.8509 -1.5067 3.0573
C 1.4171 -1.5794 1.7278
C 0.1616 -0.9867 1.4313
C -0.5445 -0.3011 2.3972
C -0.0646 -0.1750 3.6768
C 1.1280 -0.7683 4.0154
H 3.2853 -2.8910 2.8051
H 3.4446 -2.2111 4.4423
H 4.1029 -1.2338 3.2406
H 1.9541 -2.1353 0.9861
H -0.2407 -1.1827 0.4264
H -1.4659 0.1586 2.0510
H -0.4962 0.5293 4.3676
H 1.5710 -0.4847 4.9922

Results
M	184.3	g mol⁻¹
SMILES string	Cc1ccccc1.Cc1ccccc1
Kohn-Sham gap	9.78	eV
2S+1	1
energy relative to the best compared isomer or geometry (same formula, charge and spin)	44.25	kcal/mol
lowest unoccupied orbital energy	0.91	eV
calculated total energy	-543.00234	a.u.


Below is the ion C3H3O3S with charge -1, with properties calculated with ωB97M-V/def2-TZVPD.

Cartesian coordinates (Å):
C -0.8932 -0.1989 0.0636
C -1.4767 1.0462 0.3013
C 0.3918 -0.5049 -0.4178
O 3.0968 -1.1618 0.1525
O 1.3047 0.4025 -0.9247
O -1.0465 2.1932 0.1386
S 2.0973 -0.1153 0.4699
H -1.4882 -1.0685 0.3175
H -2.5312 0.9330 0.6846
H 0.5450 -1.5255 -0.7855

Results
M	119.1	g mol⁻¹
total charge	-1
Kohn-Sham gap	6.52	eV
2S+1	1
energy relative to the best compared isomer or geometry (same formula, charge and spin)	49.90	kcal/mol
lowest unoccupied orbital energy	3.74	eV
calculated total energy	-739.99571	a.u.


Below is a cluster of 2 separate species, C3H10N in total, with properties calculated with ωB97M-V/def2-TZVPD.

Cartesian coordinates (Å):
C -0.0754 -0.4002 1.9783
C 1.4324 0.7662 0.4480
N 0.6832 -0.2200 0.7362
H 0.5501 -0.9455 2.6854
H -0.9514 -1.0175 1.8071
H -0.3190 0.5758 2.3889
H 1.4217 1.6303 1.1023
H 1.9686 0.7277 -0.4906
H 0.4760 -0.8811 -0.0106
C -1.0401 -0.0414 -2.1131
H -1.6474 0.2821 -2.9530
H -1.1173 -1.1290 -2.0622
H -1.3863 0.4470 -1.2045
H 0.0050 0.2055 -2.3121

Results
M	60.1	g mol⁻¹
total charge	+1
Kohn-Sham gap	11.69	eV
2S+1	1
energy relative to the best compared isomer or geometry (same formula, charge and spin)	29.96	kcal/mol
lowest unoccupied orbital energy	-5.46	eV
calculated total energy	-174.76383	a.u.


Below is the ion C4H9NO2 with charge -2, with properties calculated with ωB97M-V/def2-TZVPD.

Cartesian coordinates (Å):
O 3.3663 1.2397 -0.4510
C 2.2585 0.4975 -0.6922
C 0.9701 0.9740 0.0219
C -0.2848 0.1461 -0.2933
N -0.9200 -0.4231 0.9204
C -2.3008 -0.9600 0.6388
O -2.4454 -1.8297 -0.3588
H 1.9670 0.4665 -1.7835
H 2.3830 -0.5772 -0.4358
H 1.1534 1.0137 1.1055
H 0.8557 2.0243 -0.2811
H -1.0657 0.7635 -0.7463
H -0.0261 -0.6741 -0.9689
H -0.3931 -1.2601 1.1630
H -2.5991 -1.3764 1.6295
H -2.9190 -0.0247 0.5317

Results
M	103.1	g mol⁻¹
total charge	-2
SMILES string	[O-]CCCNC[O-]
Kohn-Sham gap	6.67	eV
2S+1	1
energy relative to the best compared isomer or geometry (same formula, charge and spin)	0.62	kcal/mol
lowest unoccupied orbital energy	7.28	eV
calculated total energy	-362.91144	a.u.